Entry 1:
Below is a cluster of 8 separate species, C32H48O24 in total at a distorted geometry, with properties calculated with the ωB97M-V functional and the def2-TZVPD basis.

```
104
Properties=species:S:1:pos:R:3:mulliken_charge:R:1
C 0.09 -0.49 -1.00 -0.84
C 0.96 -0.41 0.24 0.73
C 2.21 0.47 0.06 0.25
O 1.98 1.47 1.01 -0.35
C 0.89 1.28 1.74 0.51
O 0.52 2.02 2.62 -0.56
O 0.41 0.05 1.49 -0.22
H -0.87 -0.92 -0.74 0.30
H 0.56 -1.08 -1.79 0.13
H -0.28 0.37 -1.57 -0.08
H 1.18 -1.47 0.37 0.19
H 2.29 0.90 -0.93 -0.33
H 3.19 0.01 0.15 0.26
C 1.67 3.07 -3.47 -1.27
C 3.19 3.12 -3.21 0.53
C 3.86 4.39 -3.72 -0.50
O 4.75 4.73 -2.71 -0.36
C 4.15 4.36 -1.49 0.55
O 4.53 4.87 -0.44 -0.55
O 3.28 3.30 -1.80 -0.14
H 1.53 3.17 -4.55 0.46
H 1.20 3.96 -3.05 0.42
H 1.23 2.16 -3.04 0.05
H 3.75 2.20 -3.39 0.19
H 3.21 5.23 -3.96 0.28
H 4.43 4.16 -4.62 0.35
C -3.96 -1.21 -3.89 -1.44
C -3.73 0.28 -3.95 0.36
C -4.59 1.16 -2.97 -0.46
O -3.75 2.20 -2.65 -0.34
C -2.47 1.74 -2.92 0.59
O -1.42 2.35 -2.67 -0.54
O -2.51 0.54 -3.46 -0.18
H -3.67 -1.59 -4.87 0.36
H -5.04 -1.34 -3.93 0.44
H -3.63 -1.69 -2.97 0.30
H -3.84 0.60 -4.98 0.29
H -5.05 0.58 -2.17 0.26
H -5.34 1.54 -3.67 0.34
C 1.63 -0.53 -6.15 -1.13
C 2.40 -1.61 -5.33 0.31
C 3.88 -1.64 -5.56 -0.54
O 4.50 -1.70 -4.24 -0.39
C 3.51 -1.38 -3.30 0.60
O 3.69 -1.43 -2.10 -0.58
O 2.32 -1.28 -3.89 -0.07
H 1.84 -0.45 -7.21 0.41
H 1.97 0.46 -5.85 0.18
H 0.57 -0.75 -5.99 0.28
H 1.96 -2.60 -5.29 0.31
H 4.19 -0.75 -6.11 0.32
H 4.13 -2.58 -6.05 0.31
C 0.84 0.54 5.92 -0.87
C 1.33 -0.69 6.52 0.46
C 2.84 -0.82 6.90 -0.55
O 2.83 -1.27 8.30 -0.29
C 1.74 -1.25 8.79 0.65
O 1.52 -1.44 10.00 -0.63
O 0.80 -0.96 7.84 -0.39
H 1.25 0.45 4.91 0.21
H 1.33 1.39 6.39 0.32
H -0.24 0.63 5.98 0.18
H 1.36 -1.54 5.84 0.26
H 3.28 0.17 7.01 0.30
H 3.43 -1.44 6.23 0.35
C 0.56 -4.90 -2.27 -1.38
C 1.44 -6.05 -2.85 0.56
C 1.06 -7.40 -2.20 -0.43
O 0.70 -8.14 -3.39 -0.35
C 0.93 -7.49 -4.53 0.67
O 0.76 -8.05 -5.62 -0.59
O 1.05 -6.21 -4.21 -0.30
H 0.45 -5.01 -1.20 0.40
H -0.47 -4.84 -2.63 0.42
H 0.86 -3.86 -2.30 0.11
H 2.50 -5.81 -2.83 0.33
H 0.31 -7.39 -1.41 0.32
H 1.95 -7.83 -1.76 0.26
C -2.93 1.52 1.20 -0.58
C -3.18 -0.02 1.63 0.66
C -4.55 -0.20 2.46 -0.33
O -5.44 -0.63 1.42 -0.37
C -4.72 -1.33 0.47 0.49
O -5.21 -2.07 -0.41 -0.59
O -3.43 -0.94 0.63 -0.26
H -2.57 2.00 2.11 -0.19
H -3.79 2.02 0.74 0.47
H -2.12 1.59 0.47 0.02
H -2.35 -0.30 2.28 0.12
H -4.94 0.75 2.81 0.22
H -4.46 -0.96 3.24 0.32
C -1.14 3.92 7.22 -1.29
C -2.13 4.46 6.11 0.34
C -1.75 3.84 4.73 -0.46
O -2.58 2.73 4.62 -0.12
C -3.42 2.66 5.52 0.61
O -4.29 1.82 5.64 -0.62
O -3.32 3.70 6.30 -0.40
H -0.11 4.06 6.89 0.35
H -1.24 2.85 7.43 0.29
H -1.24 4.44 8.17 0.40
H -2.15 5.55 6.22 0.36
H -0.76 3.40 4.63 0.31
H -2.11 4.52 3.96 0.25
```

The spin multiplicity is 1. The total charge is 0. The gap between HOMO and LUMO comes out at 0.376 Ha. The SMILES is C[C@H]1COC(=O)O1.C[C@H]1COC(=O)O1.C[C@H]1COC(=O)O1.C[C@H]1COC(=O)O1.C[C@H]1COC(=O)O1.C[C@H]1COC(=O)O1.C[C@H]1COC(=O)O1.C[C@H]1COC(=O)O1. The calculation puts the relative energy (zero: lowest compared OMol25 entry of this formula, charge and spin) at 6.136 eV.


Entry 2:
Below is a cluster of 8 separate species, C32H48O24 in total at a distorted geometry, with properties calculated with the ωB97M-V functional and the def2-TZVPD basis.

```
104
Properties=species:S:1:pos:R:3:mulliken_charge:R:1
C -1.81 -0.48 -0.28 -1.41
C -0.47 0.28 -0.12 0.40
C 0.14 1.01 -1.31 -0.30
O 0.53 2.26 -0.80 -0.29
C -0.01 2.45 0.41 0.64
O 0.16 3.45 1.08 -0.61
O -0.73 1.39 0.76 -0.34
H -2.23 -0.74 0.69 0.32
H -1.63 -1.37 -0.88 0.39
H -2.55 0.17 -0.76 0.38
H 0.30 -0.39 0.27 0.25
H -0.65 1.10 -2.05 0.24
H 0.95 0.42 -1.73 0.31
C 2.23 8.37 5.59 -1.33
C 1.25 7.38 6.28 0.46
C 1.88 6.21 6.97 -0.49
O 1.01 6.00 8.10 -0.31
C 0.54 7.24 8.45 0.63
O 0.02 7.51 9.50 -0.52
O 0.65 8.10 7.36 -0.34
H 2.60 7.95 4.65 0.37
H 3.08 8.54 6.26 0.34
H 1.81 9.34 5.34 0.34
H 0.48 7.02 5.59 0.27
H 2.93 6.31 7.24 0.29
H 1.74 5.31 6.37 0.29
C -7.99 -0.59 3.28 -1.38
C -8.12 -0.60 1.76 0.49
C -9.46 -0.02 1.21 -0.53
O -9.07 0.76 0.07 -0.31
C -7.81 1.01 0.18 0.70
O -7.21 1.76 -0.61 -0.59
O -7.35 0.46 1.30 -0.33
H -8.27 -1.54 3.74 0.38
H -8.59 0.18 3.76 0.34
H -6.97 -0.42 3.64 0.34
H -7.73 -1.51 1.31 0.31
H -9.96 0.62 1.94 0.28
H -10.21 -0.76 0.93 0.31
C 4.04 -8.78 0.73 -1.44
C 3.57 -8.02 -0.52 0.44
C 2.11 -8.27 -0.86 -0.43
O 1.64 -6.98 -1.08 -0.33
C 2.54 -6.07 -0.78 0.71
O 2.46 -4.91 -1.06 -0.57
O 3.56 -6.68 -0.16 -0.34
H 5.02 -8.49 1.12 0.34
H 4.08 -9.84 0.50 0.39
H 3.27 -8.72 1.50 0.36
H 4.29 -8.15 -1.34 0.30
H 1.60 -8.73 -0.02 0.30
H 2.04 -8.93 -1.73 0.28
C -2.38 -3.53 -5.40 -1.29
C -2.77 -2.29 -6.31 0.41
C -4.23 -2.01 -6.54 -0.46
O -4.26 -0.60 -6.49 -0.33
C -3.15 -0.14 -5.94 0.70
O -2.97 1.02 -5.62 -0.59
O -2.36 -1.12 -5.69 -0.32
H -2.51 -4.50 -5.87 0.37
H -3.02 -3.58 -4.52 0.33
H -1.35 -3.34 -5.08 0.33
H -2.43 -2.38 -7.34 0.27
H -4.88 -2.44 -5.78 0.27
H -4.54 -2.38 -7.52 0.30
C 5.54 0.28 1.02 -1.54
C 6.51 0.15 -0.13 0.54
C 6.79 -1.33 -0.44 -0.39
O 6.44 -1.49 -1.80 -0.32
C 5.91 -0.35 -2.27 0.68
O 5.49 -0.15 -3.44 -0.60
O 5.88 0.55 -1.29 -0.32
H 5.87 -0.25 1.92 0.40
H 4.60 -0.23 0.81 0.38
H 5.30 1.30 1.31 0.35
H 7.39 0.77 0.04 0.25
H 6.23 -1.94 0.28 0.29
H 7.84 -1.48 -0.22 0.30
C -1.04 -4.35 4.64 -1.34
C -1.30 -2.89 5.19 0.47
C -1.33 -2.61 6.69 -0.36
O -0.33 -1.56 6.74 -0.36
C 0.19 -1.26 5.60 0.71
O 1.08 -0.48 5.43 -0.58
O -0.42 -1.92 4.69 -0.35
H -0.29 -4.94 5.15 0.34
H -0.70 -4.25 3.61 0.34
H -1.94 -4.96 4.64 0.38
H -2.32 -2.62 4.92 0.20
H -1.14 -3.44 7.36 0.29
H -2.33 -2.18 6.78 0.27
C 1.37 4.98 -8.40 -1.43
C 1.83 5.52 -7.04 0.45
C 2.20 4.46 -6.06 -0.47
O 3.34 5.02 -5.35 -0.27
C 3.82 5.97 -6.17 0.62
O 4.82 6.60 -5.91 -0.57
O 3.09 6.07 -7.28 -0.33
H 2.17 4.35 -8.78 0.37
H 1.36 5.79 -9.13 0.35
H 0.45 4.41 -8.38 0.37
H 1.15 6.24 -6.59 0.32
H 2.24 3.45 -6.47 0.30
H 1.35 4.41 -5.38 0.30
```

The spin multiplicity is 1. The total charge is 0. The gap between HOMO and LUMO comes out at 0.381 Ha. The SMILES is C[C@H]1COC(=O)O1.C[C@H]1COC(=O)O1.C[C@H]1COC(=O)O1.C[C@H]1COC(=O)O1.C[C@H]1COC(=O)O1.C[C@H]1COC(=O)O1.C[C@H]1COC(=O)O1.C[C@H]1COC(=O)O1. The calculation puts the relative energy (zero: lowest compared OMol25 entry of this formula, charge and spin) at 4.547 eV.


Entry 3:
Below is a cluster of 8 separate species, C32H48O24 in total at a distorted geometry, with properties calculated with the ωB97M-V functional and the def2-TZVPD basis.

```
104
Properties=species:S:1:pos:R:3:mulliken_charge:R:1
C 10.01 12.40 24.49 -1.56
C 10.37 11.10 23.85 0.53
C 9.30 10.50 22.93 -0.50
O 10.05 9.96 21.86 -0.11
C 11.33 10.40 21.92 0.55
O 12.19 10.08 21.17 -0.47
O 11.44 11.31 22.92 -0.37
H 9.14 12.35 25.15 0.38
H 9.74 13.16 23.76 0.37
H 10.85 12.77 25.08 0.37
H 10.71 10.36 24.58 0.29
H 8.62 11.28 22.59 0.29
H 8.71 9.72 23.43 0.25
C 15.26 3.05 20.12 -1.57
C 14.29 4.02 19.44 0.56
C 14.33 5.43 20.02 0.26
O 15.33 6.06 19.22 -0.36
C 15.54 5.37 18.09 0.63
O 16.28 5.71 17.23 -0.57
O 14.80 4.24 18.09 -0.38
H 14.66 2.49 20.85 0.40
H 15.96 3.58 20.77 0.35
H 15.79 2.36 19.47 0.34
H 13.31 3.58 19.33 0.38
H 14.66 5.46 21.06 0.41
H 13.38 5.95 19.88 -0.42
C 13.59 6.83 13.23 -1.00
C 14.40 6.52 11.99 0.49
C 15.33 7.63 11.55 -0.19
O 16.46 6.91 11.04 -0.36
C 16.51 5.70 11.66 0.63
O 17.44 4.98 11.67 -0.54
O 15.33 5.44 12.27 -0.40
H 13.42 5.91 13.79 0.34
H 12.57 7.08 12.91 0.44
H 14.00 7.60 13.87 -0.11
H 13.74 6.21 11.18 0.31
H 15.61 8.38 12.29 0.11
H 14.87 8.12 10.69 0.30
C 10.88 11.70 17.94 -0.99
C 12.02 12.59 18.37 0.65
C 12.60 13.47 17.28 -0.46
O 11.70 14.58 17.27 -0.37
C 11.32 14.75 18.57 0.52
O 10.90 15.77 19.01 -0.55
O 11.50 13.62 19.27 -0.40
H 10.48 11.19 18.82 0.08
H 11.30 10.81 17.44 0.16
H 10.16 12.17 17.28 0.40
H 12.75 11.99 18.91 0.32
H 12.71 12.94 16.33 0.29
H 13.59 13.84 17.56 0.33
C 17.47 9.05 15.46 -1.56
C 16.01 8.76 15.61 0.54
C 15.35 9.29 16.88 0.53
O 14.86 10.59 16.55 -0.32
C 14.86 10.73 15.20 0.62
O 14.49 11.68 14.60 -0.57
O 15.30 9.59 14.64 -0.46
H 18.05 8.37 16.10 0.37
H 17.72 10.10 15.63 0.33
H 17.84 8.76 14.47 0.38
H 15.73 7.72 15.46 0.34
H 16.05 9.39 17.71 0.29
H 14.50 8.66 17.15 -0.52
C 3.68 7.97 25.02 -1.45
C 4.63 7.05 24.29 0.38
C 4.07 6.20 23.13 -0.46
O 5.06 6.35 22.10 -0.34
C 5.96 7.30 22.45 0.60
O 6.86 7.62 21.75 -0.41
O 5.70 7.80 23.67 -0.30
H 3.13 8.59 24.33 0.36
H 4.30 8.58 25.68 0.34
H 3.03 7.45 25.72 0.39
H 5.15 6.37 24.97 0.28
H 3.16 6.66 22.74 0.32
H 3.87 5.18 23.43 0.30
C 8.52 4.73 23.41 -1.34
C 9.07 5.16 22.06 0.96
C 10.50 5.72 22.03 -0.06
O 11.10 5.14 20.89 -0.13
C 10.34 4.07 20.50 0.45
O 10.60 3.38 19.56 -0.54
O 9.29 3.92 21.30 -0.45
H 9.27 4.62 24.17 0.36
H 7.85 3.89 23.25 0.35
H 7.85 5.56 23.70 0.21
H 8.36 5.74 21.47 0.00
H 10.93 5.53 23.01 0.50
H 10.38 6.78 21.82 -0.20
C 8.58 6.81 18.47 -1.38
C 9.66 7.78 18.06 0.46
C 10.76 8.04 19.15 2.73
O 11.97 7.67 18.48 -0.07
C 11.74 7.30 17.21 0.41
O 12.56 7.02 16.41 -0.47
O 10.41 7.34 16.93 -0.46
H 7.80 6.78 17.71 0.43
H 8.05 7.27 19.32 0.29
H 8.90 5.83 18.81 0.24
H 9.18 8.72 17.79 0.26
H 10.66 7.33 19.96 -1.62
H 10.64 9.09 19.34 -0.97
```

The spin multiplicity is 1. The total charge is 0. The gap between HOMO and LUMO comes out at 0.369 Ha. The SMILES is C[C@H]1COC(=O)O1.C[C@H]1COC(=O)O1.C[C@H]1COC(=O)O1.C[C@H]1COC(=O)O1.C[C@H]1COC(=O)O1.C[C@H]1COC(=O)O1.C[C@H]1COC(=O)O1.C[C@H]1COC(=O)O1. The calculation puts the relative energy (zero: lowest compared OMol25 entry of this formula, charge and spin) at 0.785 eV.


Entry 4:
Below is a cluster of 7 separate species, C32H50BrClNO22PS in total at a distorted geometry, with properties calculated with the ωB97M-V functional and the def2-TZVPD basis.

```
109
Properties=species:S:1:pos:R:3:mulliken_charge:R:1
O 6.01 0.60 0.94 -0.53
C 5.54 0.03 -0.18 0.16
O 6.15 0.29 -1.52 -0.56
N 4.31 -0.91 -0.22 0.40
C 3.22 -0.12 -0.89 -0.92
C 1.69 -0.50 -0.47 0.46
P 0.72 1.19 -0.42 0.30
O -0.94 0.81 -0.04 -0.44
Cl 1.57 2.35 1.19 -0.29
O 1.52 -1.08 0.87 -0.41
C 2.50 -2.18 1.07 0.02
Br 2.43 -3.63 -0.31 -0.05
C 3.98 -1.48 1.14 -0.02
C 5.21 -2.46 1.57 -0.81
C 4.84 -3.65 2.63 -0.48
C 4.84 -3.22 4.21 0.28
S 4.80 -1.38 4.54 -0.25
H 4.60 -1.69 -0.88 0.63
H 3.44 1.05 -0.79 0.33
H 3.31 -0.34 -2.06 0.21
H 1.20 -1.16 -1.33 0.24
H -0.92 0.23 0.78 0.31
H 2.22 -2.65 2.13 0.01
H 3.88 -0.57 1.91 0.23
H 6.13 -1.80 1.97 0.36
H 5.60 -2.98 0.58 0.39
H 3.84 -4.22 2.42 0.11
H 5.70 -4.47 2.52 0.35
H 5.76 -3.75 4.74 0.38
H 3.87 -3.70 4.73 -0.35
H 3.76 -1.17 5.46 0.14
C 6.59 1.31 -4.04 -1.36
C 7.29 1.20 -5.38 0.58
C 8.46 0.26 -5.37 -0.45
O 9.30 0.79 -6.38 -0.33
C 9.03 2.13 -6.43 0.61
O 9.71 2.94 -7.04 -0.56
O 7.90 2.43 -5.72 -0.35
H 5.75 2.00 -4.11 0.31
H 6.21 0.33 -3.71 0.38
H 7.26 1.71 -3.27 0.32
H 6.57 0.94 -6.17 0.25
H 8.16 -0.77 -5.61 0.33
H 9.01 0.25 -4.42 0.30
C -2.99 -7.22 -1.44 -1.47
C -1.96 -6.13 -1.25 0.49
C -0.61 -6.48 -1.81 -0.56
O 0.27 -5.73 -1.00 -0.25
C -0.36 -5.58 0.21 0.56
O 0.19 -5.17 1.22 -0.49
O -1.67 -5.95 0.13 -0.33
H -3.95 -6.91 -1.01 0.36
H -3.14 -7.45 -2.50 0.37
H -2.70 -8.14 -0.91 0.36
H -2.33 -5.18 -1.65 0.27
H -0.51 -6.18 -2.86 0.33
H -0.36 -7.54 -1.72 0.32
C -2.49 4.19 1.58 -1.42
C -3.71 3.44 1.08 0.64
C -4.14 3.85 -0.30 -0.28
O -5.53 3.59 -0.28 -0.31
C -5.93 3.70 1.02 0.59
O -7.09 3.75 1.39 -0.63
O -4.85 3.76 1.86 -0.34
H -2.23 3.84 2.59 0.34
H -1.63 4.04 0.92 0.33
H -2.70 5.26 1.67 0.38
H -3.54 2.36 1.14 0.23
H -3.64 3.27 -1.08 0.12
H -3.99 4.92 -0.50 0.29
C -1.20 -5.31 5.98 -1.49
C 0.26 -4.88 6.05 0.49
C 0.76 -4.25 4.80 -0.24
O 2.15 -4.55 4.82 -0.35
C 2.27 -5.71 5.54 0.52
O 3.28 -6.38 5.59 -0.56
O 1.10 -6.02 6.18 -0.37
H -1.51 -5.76 6.92 0.38
H -1.85 -4.45 5.76 0.37
H -1.34 -6.07 5.20 0.35
H 0.42 -4.24 6.93 0.27
H 0.61 -3.16 4.79 0.37
H 0.33 -4.67 3.88 0.08
C -3.06 3.12 -4.56 -1.39
C -1.70 2.77 -3.98 0.58
C -0.62 2.65 -5.02 -0.54
O 0.27 1.72 -4.43 -0.27
C -0.47 0.94 -3.60 0.60
O -0.08 -0.09 -3.08 -0.61
O -1.72 1.47 -3.42 -0.27
H -3.80 3.20 -3.76 0.26
H -3.02 4.07 -5.10 0.39
H -3.41 2.34 -5.24 0.36
H -1.43 3.48 -3.19 0.26
H -0.12 3.61 -5.21 0.34
H -0.97 2.24 -5.97 0.32
C -9.24 5.69 1.74 -1.23
C -9.15 7.19 1.56 0.50
C -10.29 7.93 2.19 -0.46
O -10.39 9.09 1.39 -0.32
C -9.92 8.75 0.15 0.63
O -10.05 9.43 -0.85 -0.56
O -9.29 7.53 0.19 -0.31
H -8.38 5.20 1.26 0.23
H -9.25 5.42 2.80 0.35
H -10.14 5.28 1.26 0.33
H -8.18 7.56 1.91 0.27
H -10.08 8.20 3.23 0.32
H -11.24 7.39 2.15 0.30
```

The spin multiplicity is 1. The total charge is 0. The gap between HOMO and LUMO comes out at 0.326 Ha. The SMILES is O=C([O-])[N@@H+]1C[C@H](P(O)Cl)O[C@@H](Br)[C@H]1CCCS.C[C@@H]1COC(=O)O1.C[C@@H]1COC(=O)O1.C[C@@H]1COC(=O)O1.C[C@@H]1COC(=O)O1.C[C@@H]1COC(=O)O1.C[C@@H]1COC(=O)O1.